Formula: C43H53As2NO4ReS5Si
Source: the OMol25 dataset
Level of theory: ωB97M-V/def2-TZVPD

CARTESIAN COORDINATES (ANGSTROEM)
1 Re -1.70682 0.94134 -0.51348
2 S -3.43210 3.70350 -1.30967
3 As -3.13965 3.38731 0.81326
4 S -0.93982 2.45915 0.67911
5 S -3.59780 1.18554 0.66658
6 S -3.98847 4.75760 2.07894
7 C 2.36340 -0.06268 7.27826
8 C 1.36072 -1.03968 7.32265
9 C 0.35248 -1.06084 6.38534
10 C 0.28041 -0.07217 5.42650
11 C 1.32532 0.84616 5.32848
12 C 2.34301 0.84649 6.24544
13 As -1.02842 -0.00202 4.02813
14 C -2.81442 0.15659 4.67027
15 C -3.43257 1.34305 5.02871
16 C -4.82077 1.40628 5.10769
17 C -5.59404 0.31315 4.75892
18 C -5.00901 -0.91484 4.40462
19 C -3.61047 -0.94720 4.31820
20 C -2.83983 -2.11257 3.77189
21 C -3.34730 -3.34894 3.31841
22 C -2.46026 -4.29842 2.81008
23 C -1.08532 -4.02450 2.71944
24 C -0.59608 -2.77566 3.12696
25 C -1.45243 -1.83486 3.65436
26 H 3.11736 -0.01595 8.06504
27 H 1.34524 -1.68623 8.16698
28 H -0.41577 -1.83063 6.40842
29 H 1.24669 1.62311 4.55191
30 H 3.07232 1.64485 6.20683
31 H -2.86355 2.24806 5.27105
32 H -5.31482 2.36527 5.36164
33 H -6.67144 0.42356 4.83845
34 H -5.63713 -1.75749 4.13620
35 H -4.40127 -3.60321 3.35989
36 H -2.82524 -5.23923 2.42928
37 H -0.42510 -4.74950 2.25828
38 H 0.42084 -2.48775 2.94889
39 C -2.85873 2.11910 -1.84664
40 H -3.68381 1.49424 -2.18358
41 H -2.16918 2.27253 -2.64532
42 N -1.75006 -1.04391 0.28432
43 S -1.33635 -2.43592 -0.44409
44 C 0.41645 -2.75204 -0.05607
45 C 1.27111 -1.66482 0.27222
46 C 2.57270 -1.90770 0.74100
47 C 3.04212 -3.22240 0.71277
48 C 2.16356 -4.27242 0.41879
49 C 0.83888 -4.05762 -0.00363
50 C -1.69117 -2.13522 -2.19895
51 C -3.01261 -1.71593 -2.29207
52 C -3.54800 -1.51762 -3.55069
53 C -2.74466 -1.68738 -4.64523
54 C -1.43149 -2.10732 -4.57286
55 C -0.85974 -2.32786 -3.31839
56 H -2.12616 -1.26314 1.22413
57 H 0.90122 -0.64168 0.20468
58 H 2.48607 2.20479 -2.31431
59 H 3.98547 -3.50285 1.07935
60 H 2.48379 -5.31610 0.57878
61 H 0.19787 -4.88860 -0.19028
62 H -3.63831 -1.55652 -1.42441
63 H -4.57652 -1.22664 -3.62879
64 H -3.20566 -1.50340 -5.62066
65 H -0.91964 -2.22375 -5.48710
66 H 0.16107 -2.67366 -3.15378
67 C 0.23397 3.61842 -5.62522
68 C -0.32897 3.96164 -4.24976
69 C 0.69196 4.89582 -3.63294
70 C -1.69420 4.62884 -4.47439
71 O -0.55807 2.83025 -3.45698
72 Si 0.42011 1.65601 -2.92097
73 O -0.57778 0.65250 -2.10517
74 O 1.31176 1.19612 -4.18996
75 C 2.52452 0.53174 -4.58865
76 C 2.93021 1.03078 -5.94627
77 C 2.13868 -0.95671 -4.61674
78 C 3.70292 0.77693 -3.60584
79 O 1.65515 1.99622 -1.86728
80 C 3.34439 -0.77889 1.48648
81 C 3.49445 -1.34376 2.90624
82 C 2.57931 0.52923 1.58474
83 C 4.73762 -0.52178 0.94324
84 H 0.21536 4.50310 -6.26777
85 H -0.45069 2.89883 -6.06268
86 H 1.24092 3.19593 -5.47577
87 H 0.87605 5.84105 -4.15208
88 H 1.69543 4.39078 -3.64497
89 H 0.44612 5.09076 -2.59056
90 H -1.51249 5.39628 -5.25757
91 H -2.06772 5.07311 -3.58141
92 H -2.41968 3.92503 -4.89412
93 H 2.07479 1.02858 -6.64439
94 H 3.64816 0.31187 -6.37019
95 H 3.38406 2.03235 -6.02401
96 H 1.27978 -1.10797 -5.26387
97 H 1.97094 -1.19945 -3.56410
98 H 2.94944 -1.58719 -4.97128
99 H 3.89770 1.83117 -3.45067
100 H 4.65963 0.42461 -4.04551
101 H 3.55391 0.22226 -2.69289
102 H 2.55318 -1.69773 3.29255
103 H 3.82924 -0.57776 3.60875
104 H 4.21237 -2.15598 2.97953
105 H 1.52302 0.32487 1.83801
106 H 2.66473 1.09698 0.66945
107 H 3.02882 1.12362 2.38259
108 H 5.32583 -1.42308 0.94426
109 H 5.30024 0.17531 1.58410
110 H 4.76871 -0.07350 -0.04703

Values from the calculation:
**Frontier orbital gap (spin up / spin down)**: 5.9 / 5.9 eV
**Relative energy (zero: lowest compared OMol25 entry of this formula, charge and spin)**: 0.00 kcal per mole
**E_LUMO (spin up / spin down)**: -4.57 / -4.57 eV
**Largest force on an atom**: 4.004 eV Å⁻¹
**Charge**: +1
**HOMO level (spin up / spin down)**: -10.455 / -10.455 eV

These are the Löwdin partial charges, in e, on atoms 1 to 99:
1. Re 0.85
2. S 0.51
3. As -0.11
4. S 0.27
5. S 0.22
6. S 0.07
7. C -0.07
8. C -0.07
9. C -0.10
10. C -0.41
11. C -0.15
12. C -0.10
13. As 1.35
14. C -0.35
15. C -0.11
16. C -0.09
17. C -0.08
18. C -0.01
19. C -0.20
20. C -0.18
21. C -0.02
22. C -0.07
23. C -0.09
24. C -0.11
25. C -0.37
26. H 0.11
27. H 0.10
28. H 0.11
29. H 0.09
30. H 0.11
31. H 0.11
32. H 0.12
33. H 0.11
34. H 0.11
35. H 0.11
36. H 0.10
37. H 0.09
38. H 0.08
39. C -0.77
40. H 0.02
41. H -0.03
42. N -0.47
43. S 1.12
44. C -0.37
45. C -0.02
46. C -0.14
47. C 0.00
48. C -0.03
49. C -0.11
50. C -0.38
51. C -0.13
52. C -0.06
53. C -0.06
54. C -0.05
55. C -0.04
56. H 0.01
57. H 0.08
58. H 0.03
59. H 0.10
60. H 0.12
61. H 0.11
62. H 0.10
63. H 0.12
64. H 0.12
65. H 0.10
66. H 0.11
67. C -0.03
68. C -0.65
69. C -0.02
70. C -0.02
71. O -0.12
72. Si 0.04
73. O -0.38
74. O -0.11
75. C -0.60
76. C -0.04
77. C -0.01
78. C -0.02
79. O -0.10
80. C -0.53
81. C -0.04
82. C -0.05
83. C -0.04
84. H 0.10
85. H 0.10
86. H 0.07
87. H 0.10
88. H 0.09
89. H 0.09
90. H 0.10
91. H 0.05
92. H 0.10
93. H 0.10
94. H 0.10
95. H 0.10
96. H 0.08
97. H 0.08
98. H 0.09
99. H 0.08